Record 1
A 2-piece molecular cluster, C2H8NS2 overall in a non-equilibrium geometry, computed with ωB97M-V/def2-TZVPD.

Properties
charge: +1
Kohn-Sham gap: 9.82 eV
calculated total energy: -931.8410 a.u.
max |F|: 1.55 eV/Å

XYZ file:
```
13
Properties=species:S:1:pos:R:3:nbo_charge:R:1
S 0.91 1.63 -1.49 -0.138
S -0.97 2.46 -1.88 -0.085
N 0.65 -0.05 1.13 -0.741
C -1.02 -1.68 0.61 -0.315
C 0.10 -1.39 1.23 -0.085
H 0.67 0.28 0.10 0.441
H -0.67 3.13 -3.01 0.166
H -1.42 -2.65 0.76 0.245
H -1.52 -0.98 -0.08 0.223
H 0.16 0.68 1.66 0.447
H 1.64 -0.05 1.44 0.443
H 0.60 -2.00 1.94 0.234
H 0.86 0.63 -2.41 0.164
```


Record 2
Br2H2NOP as an isolated structure in a non-equilibrium geometry, computed with ωB97M-V/def2-TZVPD.

Properties
charge: 0
Kohn-Sham gap: 7.64 eV
calculated total energy: -5620.6079 a.u.
max |F|: 3.28 eV/Å

XYZ file:
```
7
Properties=species:S:1:pos:R:3:nbo_charge:R:1
Br -2.00 1.91 0.52 -0.500
Br -1.21 -1.97 0.63 -0.045
P -0.37 -0.41 -0.42 1.836
O -0.33 -0.65 -1.88 -0.983
N 1.08 0.07 0.20 -1.159
H 1.58 0.78 -0.23 0.424
H 1.25 0.26 1.18 0.427
```


Record order is preserved below.
Relative energy (zero: lowest compared OMol25 entry of this formula, charge and spin): 0.852 1.899 eV